8
Properties=species:S:1:pos:R:3:lowdin_charge:R:1 method="wB97M-V/def2-TZVPD" smiles=SS.SS homo_lumo_gap_ev=8.949 energy_ev=-43404.4708 homo_ev=-9.0
S 0.62577 -1.79475 0.78522 0.230
S 1.34293 -0.69443 -0.87329 0.213
H 1.65055 -1.54591 1.62808 -0.186
H 1.21078 0.55305 -0.37447 -0.315
S -0.43393 1.56038 0.14598 0.251
S -1.76257 0.01014 0.07962 0.216
H 0.23098 1.28289 -0.99568 -0.222
H -2.86451 0.62863 -0.39546 -0.187

=====

8
Properties=species:S:1:pos:R:3:lowdin_charge:R:1 method="wB97M-V/def2-TZVPD" smiles=SS.SS homo_lumo_gap_ev=8.644 energy_ev=-43405.0739 homo_ev=-8.8
S 0.85499 -0.25513 2.65547 0.192
S 0.71697 -1.70780 1.23116 0.211
H -0.40913 0.30556 2.45661 -0.175
H 0.94144 -2.60901 2.16593 -0.231
S -1.20856 1.54940 -1.13018 0.218
S -0.28129 0.44712 -2.77113 0.234
H -1.62861 0.31799 -0.73703 -0.221
H -0.21756 1.44804 -3.65079 -0.229